Record 1
The following is a quantum chemistry calculation of a molecular structure, C44H49BrN5O2S5SiZr, from the Open Molecules 2025 dataset.

Computed properties:
2S+1   1
Total charge   +1
ΔE to the lowest compared entry with this formula, charge and spin   0.7651 eV
Frontier orbital gap   0.2449 Eh
Calculated total energy   -7031.751613 hartree

Geometry as XYZ:
```
108
Properties=species:S:1:pos:R:3:lowdin_charge:R:1
Zr 0.118 -0.036 0.108 1.6090
O -5.954 1.284 -1.879 0.1244
C -4.746 0.948 -1.420 -0.2900
C -4.525 0.338 -0.189 0.0411
C -3.233 0.051 0.181 -0.1298
N -2.154 0.312 -0.579 -0.0767
C -2.410 0.873 -1.768 -0.6944
Br -0.930 1.170 -2.885 0.9441
C -3.652 1.224 -2.234 -0.0168
H -6.643 1.060 -1.243 0.1318
H -5.339 0.092 0.480 0.1351
H -3.050 -0.409 1.135 0.0656
H -3.780 1.685 -3.202 0.1314
N 1.943 1.248 -1.185 0.0158
C 3.278 1.747 -0.920 -0.2792
C 3.520 3.111 -0.846 -0.0477
C 4.802 3.575 -0.595 -0.0601
C 5.855 2.689 -0.430 -0.0720
C 5.618 1.327 -0.531 -0.0611
C 4.335 0.858 -0.777 -0.0355
H 1.377 1.994 -1.579 0.0216
H 2.000 0.540 -1.908 0.0394
H 2.714 3.819 -0.988 0.0964
H 4.976 4.642 -0.538 0.1136
H 6.855 3.058 -0.244 0.1081
H 6.433 0.620 -0.434 0.0935
H 4.178 -0.204 -0.869 0.0805
C 1.726 2.974 2.008 -0.2129
Si -0.065 2.575 1.480 0.6603
C -1.000 2.414 3.194 -0.6471
C -0.280 1.374 4.063 -0.1318
C -2.453 1.941 3.076 -0.1014
C -0.990 3.721 4.000 -0.0997
C -0.689 4.175 0.587 -0.6539
C -2.213 4.309 0.702 -0.1005
C -0.016 5.432 1.166 -0.0957
C -0.372 4.181 -0.910 -0.1308
H 1.738 3.417 3.010 0.0333
H 2.173 3.711 1.341 0.0038
H 2.415 2.126 2.018 0.0053
H -0.356 0.372 3.635 0.0429
H -0.761 1.324 5.046 0.0918
H 0.772 1.624 4.235 0.0710
H -2.530 1.058 2.439 0.0336
H -3.126 2.700 2.676 0.0674
H -2.832 1.657 4.064 0.0899
H 0.025 4.056 4.233 0.0763
H -1.497 3.554 4.958 0.0893
H -1.511 4.541 3.508 0.0609
H -2.551 4.500 1.719 0.0600
H -2.728 3.408 0.346 0.0680
H -2.555 5.147 0.084 0.0898
H -0.075 5.508 2.250 0.0646
H -0.488 6.327 0.746 0.0897
H 1.043 5.475 0.896 0.0708
H -0.959 3.443 -1.451 0.0068
H 0.687 4.006 -1.129 0.0455
H -0.615 5.162 -1.336 0.0937
S 5.687 -2.267 3.514 1.0289
C 4.259 -1.714 2.619 -0.4807
C 4.043 -2.075 1.293 -0.0355
C 2.929 -1.601 0.641 -0.1441
N 2.025 -0.801 1.231 -0.0556
C 2.212 -0.495 2.522 -0.1152
C 3.306 -0.923 3.247 -0.0346
C 6.928 -1.728 2.351 -0.5252
C 7.345 -0.404 2.341 -0.0755
C 8.304 -0.024 1.414 -0.1533
N 8.847 -0.857 0.529 0.0742
C 8.454 -2.128 0.563 -0.1287
C 7.506 -2.615 1.453 -0.0824
H 4.735 -2.720 0.768 0.1216
H 2.722 -1.880 -0.382 0.0985
H 1.464 0.133 2.985 0.0618
H 3.418 -0.620 4.279 0.1204
H 6.933 0.316 3.035 0.1135
H 8.650 1.004 1.383 0.1129
H 8.918 -2.796 -0.155 0.1124
H 7.230 -3.661 1.448 0.1098
S -2.531 -3.235 2.234 0.7404
C -1.542 -2.064 1.881 -0.9485
N -0.812 -1.163 1.594 -0.1178
O 0.566 -1.311 -1.349 -0.4120
C 0.412 -2.464 -2.176 -0.5136
C -1.050 -2.512 -2.625 -0.4840
C -2.088 -2.786 -1.778 -0.1256
C -3.358 -2.655 -2.393 -0.1692
C -3.258 -2.288 -3.702 -0.3972
S -1.635 -2.117 -4.192 1.0147
C 1.427 -2.359 -3.315 -0.4737
C 2.574 -1.619 -3.308 -0.1257
C 3.381 -1.804 -4.462 -0.1610
C 2.833 -2.696 -5.328 -0.3856
S 1.344 -3.297 -4.755 1.0274
C 0.677 -3.711 -1.324 -0.4581
C 0.741 -3.814 0.033 -0.1508
C 0.884 -5.154 0.491 -0.1630
C 0.912 -6.046 -0.532 -0.3930
S 0.783 -5.273 -2.049 1.0683
H -1.940 -3.095 -0.752 0.0920
H -4.298 -2.855 -1.897 0.1098
H -4.057 -2.157 -4.416 0.0740
H 2.873 -0.989 -2.490 0.0675
H 4.318 -1.293 -4.634 0.1093
H 3.212 -3.023 -6.284 0.0755
H 0.672 -2.973 0.701 0.0659
H 0.958 -5.432 1.533 0.1088
H 1.015 -7.118 -0.478 0.0728
```

***

Record 2
The following is a quantum chemistry calculation of 2 unconnected molecules or ions with the total composition C36H48N6O9P in a non-equilibrium geometry, from the Open Molecules 2025 dataset.

Computed properties:
2S+1   1
Total charge   +1
ΔE to the lowest compared entry with this formula, charge and spin   29.5191 eV
Frontier orbital gap   0.2358 Eh
Calculated total energy   -2746.311945 hartree

Geometry as XYZ:
```
100
Properties=species:S:1:pos:R:3:lowdin_charge:R:1
C -0.304 -0.938 -6.103 -0.1404
C 0.993 -0.011 -5.669 -0.2375
C 1.154 -0.006 -4.031 -0.2201
C 1.365 1.476 -3.364 -0.1735
C 2.245 1.447 -1.942 -0.1532
N 1.397 1.407 -0.702 -0.0664
C 0.350 0.338 -0.697 -0.1193
N 0.609 -0.993 -0.339 -0.1396
C -0.397 -2.115 -0.361 -0.1772
C -0.283 -3.170 0.911 -0.1424
C -0.711 -2.461 2.352 -0.1927
O 0.088 -2.930 3.501 -0.1447
C -0.252 -2.131 4.725 -0.2520
C 1.051 -1.669 5.667 -0.0092
O -1.528 -1.833 5.050 -0.0279
P 2.297 -1.472 0.145 0.9701
N 2.429 -1.702 1.907 -0.1502
O 2.685 -3.029 -0.620 -0.3428
N -1.049 0.675 -1.152 0.0559
C -1.440 2.105 -0.908 -0.1260
C -0.610 2.888 0.265 -0.2662
O -0.812 2.260 1.579 -0.0573
C -1.948 2.813 2.318 -0.2273
O -1.649 3.700 3.307 -0.0210
C -3.532 2.430 2.150 -0.0499
C -4.153 1.159 1.320 -0.0285
C -5.776 0.916 1.297 -0.0567
C -6.851 1.881 2.111 -0.0406
C -6.258 3.164 2.941 -0.0493
C -4.637 3.399 2.936 0.0206
C -1.088 4.490 0.240 -0.0633
C -2.361 5.037 -0.691 -0.0023
C -2.805 6.649 -0.754 -0.0596
C -2.033 7.821 0.097 -0.0512
C -0.788 7.285 1.075 -0.0332
C -0.337 5.675 1.139 0.0092
C 1.002 2.729 -0.148 -0.3331
N 1.263 3.932 -1.075 0.0784
C 2.001 3.012 1.165 -0.0790
C 2.691 1.610 1.740 -0.1040
C 3.146 1.953 3.300 -0.2583
O 3.001 0.975 4.207 -0.0283
O 3.650 3.274 3.751 -0.0178
H -1.017 -0.229 -6.726 0.0819
H -0.937 -1.318 -5.177 0.0675
H 0.006 -1.919 -6.696 0.0906
H 0.997 1.057 -6.162 0.1137
H 1.951 -0.567 -6.100 0.1148
H 0.222 -0.506 -3.516 0.0776
H 2.086 -0.690 -3.762 0.1202
H 0.375 2.093 -3.277 0.0935
H 2.058 2.083 -4.123 0.1304
H 2.822 0.402 -1.987 0.0992
H 3.108 2.260 -1.934 0.1450
H -0.157 -2.763 -1.334 0.1480
H -1.519 -1.798 -0.415 0.1350
H 0.728 -3.757 0.957 0.0925
H -1.126 -3.989 0.713 0.1409
H -1.835 -2.785 2.587 0.1439
H -0.735 -1.270 2.284 0.1377
H 2.028 -2.130 5.187 0.0856
H 1.142 -0.496 5.730 0.0963
H 0.886 -2.184 6.721 0.1052
H 2.660 -2.719 2.076 0.0658
H 3.217 -1.136 2.297 0.0425
H 3.691 -3.048 -0.755 0.0846
H -1.227 0.400 -2.151 0.1410
H -1.221 2.696 -1.922 0.1288
H -2.615 2.214 -0.751 0.1303
H -3.436 0.413 0.741 0.0833
H -6.257 0.021 0.682 0.0911
H -8.010 1.693 2.118 0.0940
H -6.966 3.896 3.565 0.1056
H -4.205 4.305 3.569 0.1102
H -3.018 4.329 -1.356 0.0792
H -3.700 6.996 -1.464 0.0933
H -2.361 8.940 0.001 0.0879
H -0.204 8.068 1.748 0.0896
H 0.549 5.447 1.870 0.0828
H 0.774 3.822 -1.987 0.0811
H 2.281 4.125 -1.170 0.0885
H 1.437 3.475 2.078 0.1055
H 2.901 3.724 0.902 0.1358
H 3.560 1.207 1.071 0.1194
H 1.779 0.851 1.848 0.1049
H 2.803 3.749 4.070 0.1436
C 3.038 -8.369 -0.403 -0.0678
C 2.264 -7.270 -0.024 -0.0690
C 1.333 -6.731 -0.913 -0.0079
C 1.180 -7.305 -2.183 -0.1414
C 1.961 -8.402 -2.568 0.0058
C 2.891 -8.931 -1.672 -0.0590
N 0.184 -6.758 -3.112 -0.3249
O -0.474 -5.775 -2.741 0.0385
O 0.055 -7.313 -4.213 0.0745
H 3.759 -8.789 0.296 0.1110
H 2.386 -6.836 0.966 0.1062
H 0.737 -5.875 -0.603 0.0972
H 1.856 -8.854 -3.553 0.1225
H 3.500 -9.785 -1.961 0.1129
```

***

Record 3
The following is a quantum chemistry calculation of a gas-phase ion, C28H28NO (charge +1) in a non-equilibrium geometry, from the Open Molecules 2025 dataset.

Computed properties:
2S+1   1
SMILES   C1=C(c2ccccc2)Oc2ccccc2[C@@H]1CC(c1ccccc1)=[N+]1CCCCC1
Total charge   +1
ΔE to the lowest compared entry with this formula, charge and spin   1.1863 eV
Frontier orbital gap   0.2425 Eh
Calculated total energy   -1213.440891 hartree

Geometry as XYZ:
```
58
Properties=species:S:1:pos:R:3:nbo_charge:R:1
C 1.601 -0.675 0.672 -0.3543
C 2.922 -0.345 0.828 0.4112
C 3.543 0.213 2.023 -0.0423
C 2.784 0.544 3.179 -0.2123
C 3.358 1.247 4.233 -0.2009
C 4.704 1.639 4.201 -0.1933
C 5.481 1.289 3.078 -0.2036
C 4.918 0.578 2.015 -0.2102
O 3.837 -0.569 -0.159 -0.5042
C 3.456 -1.327 -1.252 0.3766
C 4.521 -1.704 -2.085 -0.2616
C 4.233 -2.522 -3.188 -0.1727
C 2.912 -2.964 -3.385 -0.2279
C 1.883 -2.578 -2.527 -0.1781
C 2.113 -1.691 -1.452 -0.1282
C 0.979 -1.133 -0.587 -0.1880
C -0.210 -0.210 -1.042 -0.5399
C -1.563 0.401 -0.678 0.5195
C -1.678 1.772 -0.104 -0.1698
C -2.031 2.955 -0.823 -0.1367
C -2.192 4.170 -0.138 -0.2161
C -2.020 4.229 1.256 -0.1787
C -1.666 3.073 1.974 -0.1969
C -1.486 1.863 1.292 -0.1880
N -2.748 -0.222 -0.888 -0.2926
C -2.766 -1.606 -1.379 -0.2359
C -4.137 -2.260 -1.613 -0.4072
C -5.232 -1.860 -0.609 -0.4074
C -5.342 -0.366 -0.584 -0.4122
C -3.994 0.313 -0.226 -0.2358
H 0.940 -0.528 1.538 0.2087
H 1.731 0.275 3.197 0.2012
H 2.754 1.488 5.108 0.2185
H 5.160 2.170 5.034 0.2261
H 6.548 1.565 3.033 0.2259
H 5.548 0.361 1.142 0.2326
H 5.515 -1.261 -1.934 0.2428
H 5.032 -2.723 -3.921 0.2327
H 2.706 -3.589 -4.264 0.2281
H 0.888 -3.007 -2.664 0.2095
H 0.241 -2.046 -0.375 0.1934
H 0.499 0.661 -1.187 0.2713
H -0.404 -0.690 -2.128 0.2659
H -2.184 2.936 -1.911 0.2229
H -2.437 5.091 -0.688 0.2389
H -2.132 5.191 1.782 0.2376
H -1.529 3.114 3.063 0.2374
H -1.236 0.954 1.857 0.2193
H -2.198 -2.187 -0.645 0.2141
H -2.230 -1.649 -2.330 0.2304
H -3.970 -3.346 -1.596 0.2396
H -4.469 -2.007 -2.639 0.2142
H -6.174 -2.318 -0.941 0.2373
H -4.994 -2.277 0.373 0.2087
H -5.698 0.019 -1.550 0.2147
H -6.078 -0.073 0.159 0.2411
H -3.863 0.216 0.886 0.2233
H -4.145 1.407 -0.428 0.2512
```

***

Record 4
The following is a quantum chemistry calculation of a molecular structure, CHO2Pr in a non-equilibrium geometry, from the Open Molecules 2025 dataset.

Computed properties:
2S+1   4
Total charge   +3
Frontier orbital gap (spin up / spin down)   0.1776 / 0.3836 Eh
Calculated total energy   -704.699978 hartree
<S²>   3.849

Geometry as XYZ:
```
5
Properties=species:S:1:pos:R:3:mulliken_spin:R:1
O 1.534 -0.644 0.146 -0.0467
C 0.331 -0.782 0.477 0.6546
O -0.403 0.112 -0.008 -0.0878
Pr -2.833 1.021 -0.150 2.4234
H 1.372 0.293 -0.466 0.0565
```

***

Record 5
The following is a quantum chemistry calculation of a single C4H8FN molecule in a non-equilibrium geometry, from the Open Molecules 2025 dataset.

Computed properties:
2S+1   1
SMILES   C=C[C@H](N)CF
ΔE to the lowest compared entry with this formula, charge and spin   3.1792 eV
Frontier orbital gap   0.3684 Eh
Calculated total energy   -311.702556 hartree

Geometry as XYZ:
```
14
Properties=species:S:1:pos:R:3:nbo_charge:R:1
C -0.087 -2.200 1.300 -0.4208
C 0.169 -0.734 1.274 -0.2029
C -0.226 0.175 0.178 -0.1479
N -0.534 -0.618 -1.022 -0.8391
C 0.835 1.144 -0.253 0.0486
F -0.054 1.931 -1.152 -0.3991
H -0.030 -2.909 2.158 0.2170
H -0.160 -2.554 0.157 0.2281
H 0.385 -0.364 2.246 0.1930
H -0.944 0.991 0.560 0.2004
H -1.601 -0.942 -0.783 0.3753
H -0.407 -0.003 -1.814 0.3845
H 1.003 1.785 0.504 0.1681
H 1.826 0.638 -0.504 0.1948
```

***

Record 6
The following is a quantum chemistry calculation of 2 unconnected molecules or ions with the total composition C2H3IO2 in a non-equilibrium geometry, from the Open Molecules 2025 dataset.

Computed properties:
2S+1   1
SMILES   O=CI.C=O
ΔE to the lowest compared entry with this formula, charge and spin   2.3606 eV
Frontier orbital gap   0.3651 Eh
Calculated total energy   -526.112170 hartree

Geometry as XYZ:
```
8
Properties=species:S:1:pos:R:3:nbo_charge:R:1
O -0.529 1.669 1.415 -0.4466
C -0.976 1.918 0.365 0.3393
I -0.210 1.039 -1.473 -0.0455
H -1.759 2.582 0.031 0.1591
C 0.878 -1.800 -0.053 0.2757
O 1.416 -0.830 0.375 -0.5013
H -0.091 -2.286 0.427 0.1156
H 1.272 -2.293 -1.087 0.1038
```

***

Which value of calculated total energy does entry 5 give?
-311.702556 hartree

***

Which of these has the highest calculated total energy?
C4H8FN

***

Please write out number 4 again, unchanged.
The following is a quantum chemistry calculation of a molecular structure, CHO2Pr in a non-equilibrium geometry, from the Open Molecules 2025 dataset.

Computed properties:
2S+1   4
Total charge   +3
Frontier orbital gap (spin up / spin down)   0.1776 / 0.3836 Eh
Calculated total energy   -704.699978 hartree
<S²>   3.849

Geometry as XYZ:
```
5
Properties=species:S:1:pos:R:3:mulliken_spin:R:1
O 1.534 -0.644 0.146 -0.0467
C 0.331 -0.782 0.477 0.6546
O -0.403 0.112 -0.008 -0.0878
Pr -2.833 1.021 -0.150 2.4234
H 1.372 0.293 -0.466 0.0565
```